Entry P
Formula: C45H42F3N6O3P2STi
Source: the OMol25 dataset
Level of theory: ωB97M-V/def2-TZVPD

XYZ file:
```
103
C45H42F3N6O3P2STi ωB97M-V/def2-TZVPD
Ti -0.427 0.052 1.126
S -0.953 -2.022 -0.250
P -0.703 1.422 -2.669
P 1.368 -0.662 -3.701
F 2.490 -0.787 0.362
F 2.087 0.627 1.975
F 2.076 1.245 -0.131
O -0.510 1.040 -1.241
O 1.362 -1.304 -2.371
O -2.226 0.399 0.841
N 0.849 -3.989 -0.224
N -0.881 0.454 3.177
N 0.832 -2.685 1.643
N 0.325 -1.532 2.191
N -0.337 2.315 1.274
N -0.887 4.367 0.766
C -2.080 0.596 -3.469
C -5.231 1.963 -0.423
C 0.717 3.157 1.593
C -0.728 -3.676 -5.359
C 5.393 -0.807 -3.945
C -1.298 3.083 0.769
C 0.758 1.066 -3.720
C -4.876 3.312 -0.391
C 0.391 4.432 1.279
C 0.554 -1.368 3.475
C -0.118 -0.235 4.049
C -3.029 1.337 0.384
C -2.176 3.723 -3.303
C -2.391 0.816 -4.813
C -2.652 2.688 0.361
C 3.040 -0.512 -4.371
C -2.823 -0.310 -2.719
C 4.654 0.123 -6.042
C -3.865 -1.012 -3.318
C -1.738 1.766 4.980
C 5.682 -0.283 -5.198
C -2.310 5.084 -3.554
C 0.386 -1.582 -4.907
C -3.437 0.125 -5.402
C 1.386 -2.305 4.284
C -0.930 3.190 -2.982
C -0.894 1.103 5.875
C -3.598 3.652 0.001
C 1.855 -4.876 0.346
C 1.261 -5.983 1.214
C 1.648 0.216 0.671
C -4.168 -0.795 -4.654
C -4.324 0.998 -0.037
C 0.331 -2.935 0.462
C -0.702 -1.938 -7.028
C 0.046 5.393 -3.156
C -1.081 -3.212 -6.622
C 3.335 0.007 -5.631
C 4.071 -0.920 -3.524
C -1.201 5.917 -3.488
C 0.004 -2.864 -4.499
C -1.688 1.416 3.655
C 0.180 4.036 -2.900
C -0.087 0.095 5.406
C 0.029 -1.126 -6.173
H -6.227 1.672 -0.737
H 0.558 1.378 -4.750
H 0.862 -2.617 5.191
H 0.316 -0.132 -6.505
H -1.824 1.537 -5.396
H 0.638 -5.545 1.996
H -2.565 -0.474 -1.680
H 0.942 5.356 1.367
H 2.054 -6.572 1.687
H 2.321 -1.815 4.579
H 2.431 -5.302 -0.476
H -4.429 -1.733 -2.735
H -2.414 2.545 5.307
H -1.658 -3.841 -7.290
H -2.323 1.913 2.935
H -3.284 5.493 -3.799
H -3.331 4.704 0.030
H 1.626 -3.177 3.689
H 0.645 -6.661 0.616
H 1.576 1.654 -3.302
H 0.287 -4.321 -0.985
H -3.046 3.076 -3.346
H -0.891 1.368 6.926
H 2.536 0.314 -6.300
H 0.913 6.043 -3.101
H 2.521 -4.257 0.942
H 6.195 -1.127 -3.289
H -1.026 -4.669 -5.042
H 6.713 -0.188 -5.522
H 0.273 -3.188 -3.498
H -5.588 4.081 -0.660
H -4.979 -1.344 -5.122
H 3.816 -1.310 -2.542
H -0.983 -1.576 -8.011
H 4.884 0.528 -7.020
H -1.303 6.975 -3.704
H 0.565 -0.459 6.070
H 1.148 3.634 -2.619
H 1.627 2.791 2.034
H -3.681 0.295 -6.445
H -4.588 -0.053 -0.024
H -1.400 5.138 0.384
```

Summary:
Orbital gap (spin up / spin down) in Ha: 0.2303 / 0.2592
2S+1: 2

Entry Q
Formula: C45H42F3N6O3P2STi
Source: the OMol25 dataset
Level of theory: ωB97M-V/def2-TZVPD

XYZ file:
```
103
C45H42F3N6O3P2STi ωB97M-V/def2-TZVPD
Ti 0.388 1.428 0.547
S 1.321 -0.281 2.893
P -2.052 -0.512 -2.108
P 0.364 -1.847 -0.865
F 0.494 4.389 -0.381
F -1.419 3.982 0.563
F -1.095 3.441 -1.500
O -1.255 0.930 1.487
O -1.710 0.678 -1.301
O 0.642 -0.564 -0.176
N 2.582 1.458 0.896
N 3.176 1.527 2.110
N 0.517 2.857 2.239
N 3.008 1.136 4.330
N 1.413 1.658 -1.502
N -0.011 4.052 3.987
C 0.807 1.708 -2.687
C -1.658 -5.078 0.588
C -0.590 -2.970 0.156
C -1.195 -2.418 1.282
C -3.114 1.745 -5.282
C -3.324 1.524 5.001
C -2.579 -0.049 -3.775
C -0.623 -1.619 -2.381
C 3.623 -4.293 -1.215
C 1.408 3.901 2.348
C 5.456 1.545 4.410
C -0.479 3.412 -0.258
C 2.552 0.878 3.079
C 4.052 2.092 4.636
C 1.890 -2.637 -1.417
C -2.846 -0.974 -4.781
C 4.359 -3.646 -2.196
C -2.714 1.313 -4.025
C -4.116 -0.834 -0.381
C -3.731 0.563 4.080
C 2.884 1.725 -3.848
C -3.379 0.823 -6.283
C -3.038 0.382 2.905
C 2.758 1.622 -1.456
C 1.499 1.730 -3.886
C -4.718 -3.459 -1.061
C 3.522 1.672 -2.623
C 3.376 1.528 -0.123
C -2.036 -3.206 2.057
C 2.641 -1.980 -2.393
C -1.903 1.160 2.585
C -0.349 2.976 3.236
C 4.868 1.500 -0.012
C -2.265 -4.529 1.713
C 3.870 -2.483 -2.781
C 2.393 -3.787 -0.820
C 1.092 4.655 3.426
C -1.498 2.139 3.526
C -5.164 -1.490 0.247
C -3.246 -0.538 -6.033
C -0.827 -4.298 -0.195
C -3.370 -1.490 -1.356
C -2.216 2.293 4.715
C -5.466 -2.800 -0.093
C -3.674 -2.805 -1.694
H -1.897 3.018 5.456
H 3.926 2.395 5.678
H -3.220 2.805 -5.476
H 4.011 -5.187 -0.745
H 5.624 0.654 5.018
H -0.908 -2.600 -2.771
H 5.149 1.162 0.980
H -3.095 -3.338 -2.441
H -4.946 -4.485 -1.320
H 5.586 1.273 3.363
H 2.618 0.563 5.057
H 3.890 2.976 4.016
H 0.950 1.777 -4.817
H -0.271 1.740 -2.647
H -2.505 -2.774 2.932
H -3.857 1.660 5.932
H 5.320 -4.040 -2.500
H -3.694 1.163 -7.261
H 1.835 -4.280 -0.034
H -0.359 -4.728 -1.075
H -2.747 -2.037 -4.592
H 5.290 2.497 -0.162
H 2.200 4.035 1.635
H 4.450 -1.965 -3.534
H 1.532 5.545 3.836
H -2.502 2.021 -3.230
H 3.464 1.768 -4.762
H 5.303 0.832 -0.757
H -6.281 -3.313 0.401
H 0.008 -1.136 -3.132
H -1.837 -6.113 0.324
H -1.018 -1.378 1.535
H -3.333 -0.381 2.195
H -0.522 4.380 4.785
H 2.281 -1.056 -2.835
H -4.594 -0.057 4.294
H -3.453 -1.257 -6.815
H 4.600 1.674 -2.572
H 6.212 2.287 4.673
H -2.919 -5.140 2.322
H -3.849 0.181 -0.111
H -5.737 -0.976 1.008
```

Summary:
Orbital gap (spin up / spin down) in Ha: 0.2421 / 0.2513
2S+1: 2

Ranked by calculated energy, most stable first: entry Q, entry P.

Entry P
Formula: C4H3O3S
Source: the OMol25 dataset
Level of theory: ωB97M-V/def2-TZVPD

XYZ file:
```
11
C4H3O3S ωB97M-V/def2-TZVPD
S -2.903 0.514 0.142
O 2.101 -0.913 0.179
O 1.338 1.842 -0.438
O -0.308 -1.934 -0.766
C 0.776 1.173 0.350
C -0.425 -0.793 -0.223
C -1.311 0.230 -0.261
C 0.887 -0.282 0.611
H 0.763 -0.559 1.638
H 1.811 -1.084 -0.687
H -2.729 1.806 -0.544
```

Summary:
Orbital gap (spin up / spin down) in Ha: 0.2294 / 0.2161
Total charge: -1

Entry Q
Formula: C4H3O3S
Source: the OMol25 dataset
Level of theory: ωB97M-V/def2-TZVPD

XYZ file:
```
11
C4H3O3S ωB97M-V/def2-TZVPD
S 3.254 -0.123 -0.087
O 0.892 -2.608 -0.198
O -1.793 -1.133 -0.794
O 0.428 1.985 -0.640
C -0.746 -0.773 0.072
C 0.632 0.831 -0.362
C 0.610 -1.424 -0.087
C 1.418 -0.248 -0.183
H 3.196 1.206 -0.070
H -2.368 -0.364 -0.872
H -1.061 -0.592 1.095
```

Summary:
Orbital gap in Ha: 0.2394
SMILES: O=C=C(S)/C([O-])=C/O
Total charge: -1

Ranked by calculated energy, most stable first: entry Q, entry P.

Entry P
Formula: C7H7N2O2
Source: the OMol25 dataset
Level of theory: ωB97M-V/def2-TZVPD

XYZ file:
```
18
C7H7N2O2 ωB97M-V/def2-TZVPD
O 4.695 -1.032 0.695
O 3.225 -0.716 -0.921
N 3.334 0.671 0.810
N 3.738 -0.383 0.154
C -0.036 1.012 -0.856
C 0.840 0.783 0.156
C -1.363 0.551 -0.854
C 0.467 -0.071 1.149
C 2.170 1.472 0.114
C -0.794 -0.610 1.169
C -1.718 -0.225 0.192
H 1.217 -0.489 1.846
H -2.726 -0.495 0.071
H -2.110 1.058 -1.403
H 2.189 2.298 0.791
H 2.314 1.587 -0.995
H 0.162 1.718 -1.555
H -0.964 -1.079 2.121
```

Summary:
Orbital gap (spin up / spin down) in Ha: 0.1208 / 0.1641
2S+1: 3
Total charge: -1

Entry Q
Formula: C7H7N2O2
Source: the OMol25 dataset
Level of theory: ωB97M-V/def2-TZVPD

XYZ file:
```
18
C7H7N2O2 ωB97M-V/def2-TZVPD
O 1.175 1.039 4.224
O -0.513 -0.298 3.576
N -1.762 -0.262 1.082
N -2.358 -0.279 -1.039
C -0.686 0.142 0.358
C 2.619 -0.152 1.909
C 1.375 0.109 2.181
C -1.048 0.117 -0.958
C 0.560 0.293 3.450
C -2.749 -0.506 0.196
C -0.240 0.441 -2.169
H -0.297 1.503 -2.416
H -1.682 -0.384 2.087
H 2.991 -0.281 0.904
H -0.608 -0.127 -3.021
H -3.736 -0.834 0.465
H 0.805 0.190 -1.992
H 3.362 -0.236 2.700
```

Summary:
Orbital gap (spin up / spin down) in Ha: 0.2197 / 0.1872
2S+1: 3
Total charge: -1

Ranked by calculated energy, most stable first: entry Q, entry P.